The following is a quantum chemistry calculation of a structure of composition C9H7Cl2FO2Zr, from the OMol25 dataset.

The geometry in ORCA input format:
```
! wB97M-V def2-TZVPD RIJCOSX def2/J DEFGRID3
* xyz 4 1
C -0.505 0.327 -3.051
C 0.007 -0.758 -1.933
Cl 0.333 -2.357 -2.843
C -1.053 -0.976 -0.672
Cl -1.251 -2.848 -0.526
C -0.328 -0.304 0.651
C -0.280 1.209 0.743
F -0.839 2.131 -0.272
C 0.500 1.879 2.061
O 0.106 3.023 2.649
C 1.846 1.024 2.562
C 1.812 -0.484 2.471
C 0.394 -1.126 1.873
O -0.052 -2.240 2.460
H -0.374 1.461 -2.706
H -1.609 0.110 -3.379
H 0.228 0.213 -3.984
H 1.015 -0.326 -1.474
H -2.118 -0.531 -0.871
H 2.788 1.613 2.931
H 2.709 -1.177 2.764
Zr -3.327 0.136 0.546
*
```

The value obtained for the frontier orbital gap is 0.102 Eh. The total energy is -42513.0779 eV. The molar mass comes out at 328.28 g mol⁻¹. Its highest occupied orbital energy is -24.063 eV.

***

The following is a quantum chemistry calculation of a structure of composition C4H8CrFO2, from the OMol25 dataset.

The geometry in ORCA input format:
```
! wB97M-V def2-TZVPD RIJCOSX def2/J DEFGRID3
* xyz 0 6
O -0.477 2.179 -0.918
C -0.798 1.993 0.422
C 0.141 0.909 0.961
O -0.099 -0.233 0.123
C 0.682 -1.406 0.380
C 0.899 -2.190 -0.865
Cr -0.457 0.461 -1.729
H -1.760 1.738 0.917
H -0.089 0.636 2.001
H 1.202 1.200 0.892
H 0.094 -1.976 1.121
H 1.628 -1.098 0.851
H 0.118 -2.867 -1.213
H 1.868 -2.129 -1.366
H -0.975 3.113 0.742
F -1.976 -0.330 -2.319
*
```

The value obtained for the frontier orbital gap (spin up / spin down) is 0.285 / 0.280 Eh. The total energy is -39507.9665 eV. The molar mass comes out at 159.10 g mol⁻¹. Its highest occupied orbital energy (spin up / spin down) is -7.483 / -9.208 eV.

***

The following is a quantum chemistry calculation of a cluster of 2 separate species, C4H10N in total, from the OMol25 dataset.

The geometry in ORCA input format:
```
! wB97M-V def2-TZVPD RIJCOSX def2/J DEFGRID3
* xyz 1 1
C 1.591 1.016 1.351
N 1.155 0.865 2.547
H 1.412 2.001 0.937
H 1.683 0.120 0.734
H 1.528 0.272 3.293
H 0.604 1.612 2.967
C -0.696 -1.718 -0.899
C -0.537 -0.420 -1.637
C -1.404 0.610 -1.630
H -1.146 -2.508 -1.495
H 0.268 -2.065 -0.510
H -1.351 -1.571 -0.032
H 0.158 -0.485 -2.478
H -1.599 1.240 -2.487
H -1.665 1.033 -0.658
*
```

The value obtained for the frontier orbital gap is 0.205 Eh. The total energy is -5790.1538 eV. The value obtained for the energy relative to the best compared isomer or geometry (same formula, charge and spin) is 357.4 kJ/mol. The molar mass comes out at 72.13 g mol⁻¹. Its highest occupied orbital energy is -12.186 eV.

***

The following is a quantum chemistry calculation of a cluster of 2 separate species, C5H12O2 in total, from the OMol25 dataset.

The geometry in ORCA input format:
```
! wB97M-V def2-TZVPD RIJCOSX def2/J DEFGRID3
* xyz 0 1
C 0.373 -2.735 -0.496
C 0.905 -1.382 -0.034
C -0.119 -0.267 -0.162
O -1.291 -0.457 0.112
C 0.399 1.061 -0.660
C -0.579 2.224 -0.580
H -0.567 -2.964 0.011
H 0.184 -2.729 -1.575
H 1.089 -3.536 -0.284
H 1.145 -1.413 1.037
H 1.830 -1.117 -0.559
H 0.662 0.830 -1.704
H 1.340 1.285 -0.142
H -1.606 1.854 -0.628
H -0.453 2.760 0.362
H -0.426 2.933 -1.398
O -0.618 1.127 2.410
H -1.181 0.557 1.865
H -1.087 1.969 2.424
*
```

The value obtained for the frontier orbital gap is 0.393 Eh. The total energy is -9474.7308 eV. The value obtained for the energy relative to the best compared isomer or geometry (same formula, charge and spin) is 39.1 kJ/mol. The molar mass comes out at 104.15 g mol⁻¹. Its highest occupied orbital energy is -9.799 eV.

***

The following is a quantum chemistry calculation of a cluster of 9 separate species, H16NO11 in total, from the OMol25 dataset.

The geometry in ORCA input format:
```
! wB97M-V def2-TZVPD RIJCOSX def2/J DEFGRID3
* xyz -1 1
N 0.169 -0.341 -1.436
O 1.413 -0.143 -1.201
O -0.234 -1.500 -1.701
O -0.701 0.354 -0.852
O 1.861 -3.351 -0.725
H 2.731 -3.087 -0.455
H 1.498 -2.505 -1.064
O -2.293 -2.451 0.126
H -1.869 -2.229 -0.705
H -1.586 -2.895 0.572
O -1.753 0.524 1.649
H -2.069 1.429 1.701
H -1.369 0.429 0.794
O 1.254 -0.447 1.804
H 1.461 -0.072 0.961
H 1.005 0.367 2.198
O 3.866 -1.567 -0.234
H 3.086 -1.096 -0.483
H 4.067 -1.215 0.620
O -1.303 3.214 0.497
H -1.588 4.080 0.678
H -2.052 2.832 0.007
O 1.438 2.425 0.315
H 0.485 2.472 0.318
H 1.566 1.774 -0.414
O -3.249 1.008 -1.253
H -3.507 1.254 -0.378
H -2.325 0.736 -1.336
*
```

The value obtained for the frontier orbital gap is 0.354 Eh. The total energy is -24271.4041 eV. The value obtained for the energy relative to the best compared isomer or geometry (same formula, charge and spin) is 115.2 kJ/mol. The molar mass comes out at 206.12 g mol⁻¹. Its highest occupied orbital energy is -7.006 eV.

***

The following is a quantum chemistry calculation of a structure of composition C23H48O5P4Pd, from the OMol25 dataset.

The geometry in ORCA input format:
```
! wB97M-V def2-TZVPD RIJCOSX def2/J DEFGRID3
* xyz 4 5
P 3.914 -0.051 -0.450
C 4.708 0.042 1.155
H 5.710 -0.440 1.094
H 4.103 -0.475 1.927
H 4.850 1.115 1.420
C 3.378 -1.717 -0.981
H 2.810 -1.725 -1.931
H 2.734 -2.165 -0.205
H 4.244 -2.383 -1.124
C 5.026 0.845 -1.577
H 5.985 0.329 -1.749
H 5.262 1.814 -1.101
H 4.545 1.029 -2.550
P -1.344 4.392 -0.835
C -1.363 4.855 0.944
H -1.413 5.930 1.152
H -0.431 4.424 1.367
H -2.201 4.306 1.408
C -0.315 5.499 -1.895
H -0.512 5.209 -2.942
H 0.739 5.240 -1.708
H -0.475 6.578 -1.765
C -2.988 4.479 -1.675
H -3.445 5.476 -1.698
H -3.685 3.751 -1.230
H -2.800 4.122 -2.706
P -3.006 -2.095 -0.150
C -3.860 -2.600 1.315
H -4.023 -3.696 1.223
H -4.838 -2.078 1.342
H -3.265 -2.373 2.219
C -4.223 -1.731 -1.433
H -5.022 -2.491 -1.386
H -3.808 -1.747 -2.456
H -4.694 -0.746 -1.268
C -1.776 -3.327 -0.628
H -2.229 -4.326 -0.559
H -0.878 -3.324 0.014
H -1.445 -3.167 -1.665
Pd -0.093 0.333 -3.471
C 2.377 0.951 -0.476
O 1.454 1.671 -0.360
C -2.005 -0.562 0.078
O -1.915 0.582 -0.253
C -1.492 0.274 -5.027
C -0.901 -0.978 -4.803
C 0.494 -1.046 -4.919
C 1.267 0.101 -5.011
C 0.657 1.332 -5.152
C -0.727 1.439 -5.107
H -2.573 0.360 -5.133
H -1.456 -1.871 -4.519
H 0.993 -2.026 -4.922
H 2.351 -0.016 -4.932
H 1.266 2.247 -5.192
H -1.225 2.404 -5.190
C -2.412 -1.067 4.900
C -1.889 -0.383 3.670
O -1.079 -1.416 2.965
P -0.173 -1.080 1.666
O 0.928 -2.288 1.645
C 0.733 -3.666 2.142
C 1.687 -3.939 3.271
O 0.761 0.165 2.164
C 1.524 0.023 3.445
C 2.267 1.306 3.679
H -3.019 -1.943 4.652
H -3.033 -0.378 5.477
H -1.591 -1.393 5.545
H -2.696 -0.039 3.010
H -1.247 0.470 3.919
H -0.306 -3.812 2.461
H 0.923 -4.324 1.288
H 1.455 -3.327 4.148
H 1.594 -4.985 3.573
H 2.727 -3.765 2.982
H 2.214 -0.829 3.344
H 0.808 -0.179 4.257
H 1.587 2.165 3.728
H 2.780 1.228 4.646
H 3.022 1.483 2.903
*
```

The value obtained for the frontier orbital gap (spin up / spin down) is 0.220 / 0.225 Eh. The total energy is -75457.3869 eV. The molar mass comes out at 634.95 g mol⁻¹. Its highest occupied orbital energy (spin up / spin down) is -16.816 / -18.951 eV.

***

The following is a quantum chemistry calculation of a structure of composition C5H11N3, from the OMol25 dataset.

The geometry in ORCA input format:
```
! wB97M-V def2-TZVPD RIJCOSX def2/J DEFGRID3
* xyz 2 1
C 1.986 -0.246 0.525
C 1.339 -1.274 0.028
C 1.355 1.086 0.223
C -1.189 -1.227 0.120
C -1.416 0.977 -0.048
N -1.704 -0.142 0.814
N 0.137 -0.769 -0.629
N 0.143 0.635 -0.549
H 2.956 -0.395 1.140
H 1.654 -2.324 -0.024
H 1.026 1.454 1.206
H 2.039 1.754 -0.237
H -0.964 -2.085 0.641
H -1.941 -1.424 -0.707
H -1.940 0.985 -0.995
H -1.327 1.802 0.764
H -1.484 0.090 1.832
H -0.001 -1.166 -1.512
H 0.425 0.976 -1.758
*
```

The value obtained for the frontier orbital gap is 0.394 Eh. The total energy is -9811.4723 eV. The value obtained for the energy relative to the best compared isomer or geometry (same formula, charge and spin) is 624.3 kJ/mol. The molar mass comes out at 113.16 g mol⁻¹. Its highest occupied orbital energy is -19.511 eV.

***

The following is a quantum chemistry calculation of the ion C4H11N2 with charge +1, from the OMol25 dataset.

The geometry in ORCA input format:
```
! wB97M-V def2-TZVPD RIJCOSX def2/J DEFGRID3
* xyz 1 1
C 1.695 -0.001 -0.343
C 0.570 1.011 -0.224
C -0.737 0.412 -0.828
C -1.865 0.126 0.218
N -1.293 -0.597 1.173
N 1.638 -0.902 0.787
H 1.615 -0.550 -1.276
H 2.684 0.450 -0.322
H 0.725 1.987 -0.674
H 0.404 1.164 0.828
H -0.508 -0.571 -1.234
H -1.159 0.995 -1.641
H -2.780 -0.285 -0.203
H -2.083 1.104 0.722
H 0.734 -1.174 1.014
H 2.217 -1.718 0.636
H -1.857 -1.450 1.367
*
```

The value obtained for the frontier orbital gap is 0.172 Eh. The total energy is -7294.8108 eV. The value obtained for the energy relative to the best compared isomer or geometry (same formula, charge and spin) is 592.2 kJ/mol. The molar mass comes out at 87.15 g mol⁻¹. Its highest occupied orbital energy is -13.496 eV.

***

The following is a quantum chemistry calculation of the ion C7H9N2O2 with charge +1, from the OMol25 dataset.

The geometry in ORCA input format:
```
! wB97M-V def2-TZVPD RIJCOSX def2/J DEFGRID3
* xyz 1 1
C -2.648 -1.949 -1.812
C -1.977 -1.356 -0.983
C -1.420 -0.885 0.292
N -2.128 0.313 0.708
O -1.459 -1.914 1.221
C 0.169 -0.508 0.243
N 1.064 -0.588 1.249
C 2.015 0.342 0.880
C 1.723 0.880 -0.268
C 2.191 2.012 -0.992
O 0.528 0.336 -0.667
H -3.041 -2.506 -2.681
H -1.817 1.063 0.088
H -2.045 0.499 1.643
H -2.303 -2.338 1.270
H 1.190 -1.273 1.994
H 3.042 0.524 1.397
H 1.629 2.099 -1.980
H 1.991 2.977 -0.420
H 3.296 2.271 -1.181
*
```

The value obtained for the frontier orbital gap is 0.365 Eh. The total energy is -14469.9348 eV. The value obtained for the energy relative to the best compared isomer or geometry (same formula, charge and spin) is 394.6 kJ/mol. The molar mass comes out at 153.16 g mol⁻¹. Its highest occupied orbital energy is -13.769 eV.

***

The following is a quantum chemistry calculation of a cluster of 2 separate species, C2H6BrPS in total, from the OMol25 dataset.

The geometry in ORCA input format:
```
! wB97M-V def2-TZVPD RIJCOSX def2/J DEFGRID3
* xyz 0 1
C -0.098 0.453 -1.565
C -0.859 -0.719 1.722
P 0.856 0.484 0.063
S 1.766 2.073 0.463
Br 2.156 -1.313 -0.255
H -1.045 0.933 -1.553
H 0.501 1.125 -2.332
H -0.237 -0.539 -1.923
H -1.703 0.022 1.794
H -0.901 -1.521 0.942
H -0.437 -0.999 2.644
*
```

The value obtained for the frontier orbital gap (spin up / spin down) is 0.281 / 0.281 Eh. The total energy is -92336.5902 eV. The value obtained for the energy relative to the best compared isomer or geometry (same formula, charge and spin) is 181.1 kJ/mol. The molar mass comes out at 173.02 g mol⁻¹. Its highest occupied orbital energy (spin up / spin down) is -8.531 / -8.529 eV.